Record 1
The ion C10H18NO2S with charge +1 in a non-equilibrium geometry. Source: OMol25; level of theory: ωB97M-V with the def2-TZVPD basis set.

Geometry (Å):
C  3.64909  -1.97985  -0.56309
C  0.18923  -1.01332  -0.08154
C  2.89176  1.39213  -0.59026
C  3.90762  0.74011  0.24033
C  1.43183  0.90764  -0.33406
C  0.90201  1.59263  0.99464
C  -2.43493  -0.50700  1.34766
C  -2.97623  0.76027  -0.79728
C  -2.83967  -1.80147  -0.89723
C  -2.32950  -0.48824  -0.18994
N  1.28960  -0.47429  -0.08355
O  -0.07704  -2.29602  0.31891
O  -0.89165  -0.38262  -0.54499
S  4.70461  -0.80106  -0.63253
H  0.77874  -2.63091  0.40081
H  2.83643  2.47261  -0.41530
H  3.17417  1.29241  -1.67282
H  4.89468  1.22285  0.42053
H  3.44871  0.34765  1.13965
H  0.91825  1.14293  -1.25211
H  0.53875  2.52546  0.91817
H  1.75945  1.48220  1.76823
H  -0.06348  1.11987  1.26774
H  -2.26564  0.48824  1.88316
H  -3.46296  -0.93999  1.70180
H  -1.64596  -1.18668  1.75582
H  -2.66173  1.69815  -0.32557
H  -4.11332  0.83760  -0.70674
H  -2.74862  0.77654  -1.90757
H  -3.80716  -2.11491  -0.52718
H  -3.02092  -1.68968  -1.87896
H  -1.97610  -2.49322  -0.75671

The charge is +1. For the energy above the lowest of the compared OMol25 structures with the same formula, charge and spin, the calculation gives 79.5 kcal/mol. For the HOMO-LUMO gap, the calculation gives 0.23415 Eh. The calculation puts the LUMO energy at -6.83 eV.

=====

Record 2
A structure of composition C3OSc in a non-equilibrium geometry. Source: OMol25; level of theory: ωB97M-V with the def2-TZVPD basis set.

Geometry (Å):
C  -2.48265  -1.56816  0.23961
C  -0.73067  -0.10958  -0.00814
O  -2.04167  -0.38376  0.01769
C  0.49135  -0.14250  -0.01902
Sc  2.62021  0.06610  0.01420

The charge is +2. For the energy above the lowest of the compared OMol25 structures with the same formula, charge and spin, the calculation gives 0.0 kcal/mol. As for the multiplicity: 2. For the HOMO-LUMO gap (alpha / beta), the calculation gives 0.23710 / 0.31353 Eh. The calculation puts the LUMO energy (alpha / beta) at -11.23 / -11.21 eV.

=====

Record 3
A structure of composition C21H49B3I3N3O9. Source: OMol25; level of theory: ωB97M-V with the def2-TZVPD basis set.

Geometry (Å):
C  3.45904  2.47860  -0.09208
C  3.68192  1.52518  1.05262
I  1.89664  0.70617  1.76627
C  4.87638  1.20384  1.52876
I  5.21969  -0.15682  3.05833
B  6.18664  1.80282  0.93691
O  6.60629  3.09572  1.19210
B  7.18072  3.77298  0.13384
O  7.87886  3.05330  -0.82071
B  7.55471  1.72272  -0.95872
I  7.87657  0.74340  -2.82416
O  6.96397  1.03718  0.07074
H  4.33423  3.10963  -0.27500
H  3.20483  1.92431  -1.00072
H  2.61736  3.14175  0.12096
H  7.02197  4.94254  0.01437
C  4.27509  1.88564  6.06969
O  3.30425  0.86994  6.20460
C  3.65657  -0.17592  7.09838
C  2.77572  -0.16143  8.32740
N  3.04422  1.00731  9.14965
C  2.11223  1.21122  10.25117
C  0.64915  1.47175  9.91327
O  0.41482  2.71021  9.27209
C  0.57294  2.71292  7.86723
H  3.96158  2.52090  5.24234
H  4.36408  2.50225  6.97186
H  5.25821  1.46926  5.83298
H  4.71125  -0.09885  7.38154
H  3.51262  -1.12481  6.57280
H  2.97732  -1.06190  8.91641
H  1.73244  -0.21739  7.98506
H  3.04537  1.83016  8.56063
H  2.47245  2.06218  10.83408
H  2.15978  0.33498  10.90678
H  0.09823  1.51447  10.85611
H  0.21128  0.65614  9.32409
H  0.30304  1.74691  7.43044
H  1.59480  2.95956  7.56374
H  -0.09173  3.47713  7.46498
C  -0.09887  -1.00507  -1.40350
O  -0.38201  0.36376  -1.60757
C  -0.76930  0.68943  -2.93720
C  -2.22004  1.12235  -2.97965
N  -3.12030  0.01941  -2.68844
C  -4.51179  0.40362  -2.49189
C  -4.84940  1.32045  -1.32168
O  -4.66381  0.72742  -0.05115
C  -3.35356  0.80221  0.47452
H  0.32250  -1.09846  -0.40412
H  -0.99648  -1.63075  -1.46843
H  0.63414  -1.37092  -2.12960
H  -0.59189  -0.15217  -3.61176
H  -0.15353  1.53203  -3.26725
H  -2.44500  1.51055  -3.97929
H  -2.32934  1.95689  -2.27137
H  -2.79138  -0.46479  -1.86320
H  -5.09192  -0.51441  -2.36614
H  -4.87012  0.88058  -3.41174
H  -5.91392  1.55868  -1.38768
H  -4.30520  2.27183  -1.37378
H  -2.84318  1.71535  0.15439
H  -2.74049  -0.05760  0.18806
H  -3.43771  0.81008  1.56120
C  -4.45076  -5.84796  -6.36568
O  -3.73968  -5.20293  -7.40047
C  -4.50979  -4.29066  -8.17192
C  -4.06173  -2.86527  -7.93971
N  -4.38552  -2.42601  -6.59222
C  -3.82575  -1.13471  -6.21479
C  -2.30941  -0.99493  -6.16605
O  -1.69921  -1.73896  -5.13218
C  -1.41261  -3.09052  -5.42724
H  -3.79732  -6.61734  -5.95827
H  -4.73039  -5.16091  -5.55901
H  -5.36037  -6.32469  -6.74446
H  -5.57417  -4.39953  -7.94181
H  -4.36201  -4.54057  -9.22610
H  -4.57523  -2.21536  -8.65552
H  -2.98597  -2.81650  -8.16246
H  -4.07290  -3.12692  -5.93275
H  -4.20110  -0.88780  -5.21900
H  -4.21626  -0.37801  -6.90466
H  -2.09241  0.05416  -5.94538
H  -1.83210  -1.22180  -7.12817
H  -1.17274  -3.23305  -6.48516
H  -2.23845  -3.75697  -5.16044
H  -0.54701  -3.37916  -4.83008

The charge is 0. For the HOMO-LUMO gap, the calculation gives 0.30964 Eh. The calculation puts the LUMO energy at -0.10 eV.

=====

no.,E (Ha),molar mass (g mol⁻¹)
1,-994.78742,216.3
2,-949.26985,97.0
3,-2638.73870,900.8